1.
Computed, not measured: C3H2CsLiO3 as an isolated structure at a distorted geometry, with ωB97M-V with the def2-TZVPD basis set.

```
10
Properties=species:S:1:pos:R:3:forces:R:3
C -6.028940 -1.170218 -0.110459 0.419 0.031 0.497
C -5.147995 -0.215058 0.006803 -1.003 0.146 -0.715
O -4.476868 0.751007 0.022383 0.407 -0.351 0.297
Li -2.581969 1.262157 -0.056593 0.299 -0.515 -0.030
H -6.636714 -1.227718 -1.014024 0.288 0.045 0.252
H -6.150186 -1.885082 0.703684 0.045 0.180 -0.323
O -0.043033 -1.757931 0.067590 -0.835 0.473 -0.157
C -0.992958 -0.997130 -0.044361 1.571 -0.712 0.229
Cs 3.447845 0.192005 0.035439 -0.379 -0.211 0.002
O -1.019577 0.259835 -0.068669 -0.813 0.913 -0.050
```
Forces are in eV/Å.

- ⟨S²⟩ = 0.75
- lowest unoccupied orbital energy (spin up / spin down) (eV) = -3.377 / -3.485
- frontier orbital gap (spin up / spin down) (eV) = 6.09 / 9.00
- HOMO level (spin up / spin down) (eV) = -9.4669 / -12.4869
- multiplicity = 2
- charge = +1



2.
Computed, not measured: C4H11N2O as an isolated structure at a distorted geometry, with ωB97M-V with the def2-TZVPD basis set.

```
18
Properties=species:S:1:pos:R:3:forces:R:3
C 0.449748 0.659067 0.989097 0.266 -0.577 -0.951
N 1.597123 -0.160966 0.742092 0.442 0.117 0.333
C 2.142824 -0.049752 -0.658099 0.045 -0.203 0.078
O 3.050225 -0.948690 -0.921070 0.114 -0.049 -0.079
C -0.768655 0.342920 0.126433 -0.314 -1.033 0.628
N -1.602092 1.220822 -0.343419 1.329 -0.747 -1.086
C -4.228673 -0.921669 0.084520 -0.028 0.037 0.217
H 0.137594 0.548514 2.030412 -0.247 0.124 0.053
H 0.686170 1.708484 0.791437 0.097 0.164 0.247
H 1.470437 -1.149042 0.940167 -0.123 0.110 -0.047
H 1.234948 -0.123909 -1.350731 -0.154 0.205 -0.025
H 2.473534 1.031469 -0.713518 -0.102 -0.036 -0.052
H -0.648394 1.378157 -0.867646 -0.874 2.107 0.097
H -0.874854 -0.741400 -0.108324 -0.404 -0.142 0.829
H -4.671631 -1.237342 -0.852934 0.021 -0.005 -0.218
H -5.001648 -0.445365 0.683298 -0.038 0.118 0.044
H -3.886953 -1.801537 0.623014 0.130 -0.073 0.017
H -3.406996 -0.222304 -0.087548 -0.159 -0.117 -0.084
```
Forces are in eV/Å.

- lowest unoccupied orbital energy (eV) = 3.584
- frontier orbital gap (eV) = 6.39
- HOMO level (eV) = -2.8042
- charge = -1



3.
Computed, not measured: one molecule with the formula C3H2O4 at a distorted geometry, with ωB97M-V with the def2-TZVPD basis set.

```
9
Properties=species:S:1:pos:R:3:forces:R:3
O -1.678503 0.446485 -0.199552 -0.579 0.240 -0.549
C -0.655121 -0.237408 0.342399 0.196 0.127 0.931
O 0.026932 -1.076232 -0.529073 -0.668 -0.715 -0.407
C 1.351737 -0.528688 -0.594934 -1.232 1.857 1.757
O 1.070416 0.992851 -0.650330 -0.262 1.707 -0.052
C 0.672738 0.671010 0.612705 1.807 -3.439 -3.662
O 1.650916 -0.225069 0.876253 0.611 0.218 1.885
H -1.469083 0.698850 -1.113368 0.083 -0.066 0.256
H -0.970036 -0.741802 1.255899 0.045 0.072 -0.159
```
Forces are in eV/Å.

- SMILES = O[C@H]1O[C@]23O[C@]12O3
- lowest unoccupied orbital energy (spin up / spin down) (eV) = -2.221 / -2.362
- frontier orbital gap (spin up / spin down) (eV) = 7.99 / 7.67
- HOMO level (spin up / spin down) (eV) = -10.2108 / -10.0334
- charge = 0



4.
Computed, not measured: C33H29BFIrN2O2P2Se as an isolated structure at a distorted geometry, with ωB97M-V with the def2-TZVPD basis set.

```
72
Properties=species:S:1:pos:R:3:forces:R:3
Ir 0.474487 1.390215 -2.124505 0.416 0.958 1.062
O -0.972937 -0.311402 -1.992962 -0.161 -0.293 0.168
P -1.543861 -1.157220 -0.859065 0.107 0.344 -0.412
C -0.168220 -1.901316 0.061480 -0.088 -0.109 0.129
P 0.735342 -0.597395 0.922297 0.028 0.482 -0.306
O 0.579882 0.689370 0.138103 -0.123 -0.246 0.436
C 0.085567 -0.421149 2.569498 -0.101 0.034 0.223
C -0.033704 -1.520693 3.423665 0.005 0.040 -0.023
C -0.503933 -1.339132 4.714430 -0.021 0.014 -0.010
C -0.841240 -0.061148 5.154227 0.001 0.016 -0.020
C -0.705644 1.033804 4.309490 -0.015 -0.041 -0.010
C -0.241832 0.858893 3.010515 -0.078 -0.047 0.066
C 2.430233 -1.124025 1.058716 0.316 0.109 -0.020
C 3.390713 -0.115033 1.209461 -0.022 -0.108 -0.047
C 4.725244 -0.461860 1.366940 -0.020 -0.011 0.009
C 5.098640 -1.803131 1.379073 -0.011 0.039 -0.008
C 4.145671 -2.803715 1.227907 0.034 0.014 0.016
C 2.809320 -2.466550 1.067583 -0.026 0.043 0.011
C -2.566100 -0.247701 0.276661 -0.022 0.203 0.227
C -3.083988 -0.867596 1.418289 0.051 0.060 0.030
C -3.845165 -0.134887 2.315443 0.032 -0.033 -0.013
C -4.086557 1.214170 2.076235 0.001 0.043 0.008
C -3.571433 1.834892 0.944748 -0.002 -0.020 0.010
C -2.808429 1.105651 0.041732 -0.087 -0.111 0.120
C -2.486173 -2.528595 -1.494341 -0.017 -0.242 -0.268
C -3.831009 -2.728944 -1.186557 0.057 -0.019 -0.113
C -4.504838 -3.819399 -1.724351 0.004 -0.001 -0.001
C -3.842250 -4.702483 -2.564484 -0.003 -0.007 -0.002
C -2.503756 -4.497408 -2.889728 -0.009 0.012 0.008
C -1.826070 -3.412935 -2.359347 -0.114 0.026 0.065
H 0.510370 -2.310315 -0.688165 -0.021 -0.173 -0.078
H -0.513642 -2.703149 0.719109 0.030 0.051 -0.052
H 0.251398 -2.516640 3.089760 -0.032 0.111 0.041
H -0.602050 -2.188496 5.381913 0.015 0.084 -0.066
H -1.205532 0.078952 6.166643 0.040 -0.006 -0.100
H -0.962433 2.026042 4.661893 0.018 -0.064 -0.024
H -0.136599 1.702703 2.335564 -0.027 -0.088 0.066
H 3.091469 0.932020 1.188903 0.043 -0.161 -0.019
H 5.475443 0.315149 1.479514 -0.098 -0.102 -0.017
H 6.141491 -2.071606 1.506357 -0.080 0.032 -0.018
H 4.444800 -3.845993 1.233670 -0.027 0.095 0.004
H 2.069950 -3.254639 0.951016 0.073 0.072 0.008
H -2.889104 -1.918708 1.612504 -0.022 0.065 -0.007
H -4.247350 -0.612890 3.201727 0.039 0.040 -0.078
H -4.682033 1.786257 2.779868 0.051 -0.052 -0.064
H -3.765207 2.886781 0.763263 0.022 -0.114 0.009
H -2.410911 1.581398 -0.843117 0.041 0.044 -0.077
H -4.357371 -2.032113 -0.546888 0.021 -0.040 -0.017
H -5.552101 -3.974024 -1.489968 0.098 0.013 -0.014
H -4.371774 -5.554741 -2.974675 0.039 0.063 0.016
H -1.994560 -5.183983 -3.556174 -0.035 0.042 0.050
H -0.786087 -3.242949 -2.624876 -0.061 -0.033 0.036
F 5.427188 4.069787 0.361857 0.165 0.110 0.092
C 4.353202 3.522932 -0.213811 -0.076 0.023 0.023
C 3.098354 3.885066 0.249610 -0.150 0.100 0.084
C 1.987790 3.294001 -0.327358 0.150 0.203 0.152
C 2.142664 2.376014 -1.366460 -0.336 -0.749 -0.357
C 3.419220 2.031970 -1.806825 0.274 0.152 -0.041
C 4.541772 2.619765 -1.237686 0.061 -0.180 -0.221
H 3.009533 4.614824 1.046798 0.034 -0.054 -0.077
H 1.000164 3.568189 0.028673 0.058 -0.067 0.007
H 3.554650 1.314496 -2.611336 -0.027 0.046 0.096
H 5.545765 2.389762 -1.577694 -0.091 0.015 0.062
Se -0.059161 -1.460923 -5.849462 -0.202 -0.265 -0.288
C 0.625696 -0.349477 -4.658128 0.387 0.289 -0.003
N 1.071792 0.373095 -3.863666 -0.145 -0.575 -0.415
B -0.634106 5.244021 -4.285779 0.081 0.447 -0.094
C -0.627235 3.932863 -3.489480 0.023 -0.421 0.157
N -0.619966 2.921931 -2.889870 -0.335 0.274 -0.227
H -0.847446 4.961655 -5.454561 -0.069 0.040 0.319
H 0.474375 5.735588 -4.137321 -0.171 -0.187 0.016
H -1.480374 5.952110 -3.756496 0.110 -0.228 -0.218
```
Forces are in eV/Å.

- ⟨S²⟩ = 8.78
- lowest unoccupied orbital energy (spin up / spin down) (eV) = -2.338 / -6.674
- frontier orbital gap (spin up / spin down) (eV) = 7.81 / 4.66
- HOMO level (spin up / spin down) (eV) = -10.1494 / -11.3338
- multiplicity = 6
- charge = +1



5.
Computed, not measured: C24H34BrIN7O6PS2V as an isolated structure, with ωB97M-V with the def2-TZVPD basis set.

```
77
Properties=species:S:1:pos:R:3:forces:R:3
V 0.365665 0.907284 0.249153 0.034 0.260 -0.197
C 1.712297 5.171570 -3.272970 -0.011 0.094 0.008
C 1.727606 3.935425 -2.433256 -0.055 -0.084 0.057
C 2.913312 3.189502 -2.263110 -0.087 0.000 0.003
C 2.949706 2.038890 -1.504070 -0.078 -0.097 0.138
C 1.735595 1.680454 -0.927039 0.201 0.063 -0.041
Br 2.358690 -1.141949 0.121588 -0.053 -0.032 0.052
N 0.648479 2.355028 -1.094801 0.082 0.006 0.041
C 0.577692 3.485294 -1.807425 -0.058 0.051 -0.107
H 2.685093 5.657983 -3.270568 0.016 0.013 -0.009
H 0.970729 5.882506 -2.914792 -0.029 0.016 -0.022
H 1.466781 4.920108 -4.305215 0.004 0.004 -0.043
H 3.819880 3.550514 -2.730444 0.047 0.011 -0.024
H 3.861493 1.482697 -1.340251 -0.004 0.035 -0.003
H -0.373888 3.998274 -1.864005 0.037 0.024 -0.026
O 0.606441 2.375954 1.654118 0.393 -0.162 0.016
C -0.629263 2.651112 1.572446 -0.042 0.182 0.191
O -1.293555 1.976146 0.721778 -0.298 -0.229 -0.314
C -1.261720 3.664643 2.423151 -0.012 0.113 0.070
C -2.650345 3.797870 2.418105 0.087 0.037 0.007
C -3.250054 4.733335 3.241203 0.111 -0.008 0.004
C -2.432892 5.518784 4.035113 0.029 0.101 -0.075
C -1.052497 5.413483 4.055612 -0.116 -0.062 -0.086
C -0.461018 4.462923 3.241179 -0.130 -0.034 -0.022
N -3.075406 6.529418 4.915002 0.059 -0.294 0.355
O -2.336563 7.280321 5.511589 -0.130 0.065 -0.133
O -4.281871 6.478722 5.010490 0.078 0.166 -0.096
H -3.249881 3.167907 1.776920 -0.014 -0.020 -0.009
H -4.320224 4.864101 3.281126 -0.030 0.016 -0.005
H -0.474068 6.062092 4.694884 0.009 0.022 0.022
H 0.611629 4.336925 3.232773 0.040 -0.006 -0.009
C 1.926509 -4.998407 -2.628879 -0.023 0.082 0.041
O 2.136532 -3.711355 -1.972014 0.133 0.156 0.031
C 2.901701 -2.863819 -2.583839 0.156 0.016 -0.294
S 3.690833 -2.844280 -4.014895 -0.151 -0.252 0.029
S 3.342611 -1.325975 -1.975946 -0.150 0.130 0.323
H 1.503343 -5.633203 -1.857648 -0.008 -0.010 -0.074
H 2.883718 -5.379892 -2.976659 -0.049 -0.032 -0.013
H 1.233628 -4.849043 -3.454515 0.041 -0.074 -0.007
C 0.817569 -2.915100 4.398576 -0.093 -0.107 0.012
N 0.899687 -1.821114 3.429562 -0.336 0.043 -0.171
C 1.994243 -0.897433 3.721762 0.024 0.107 -0.086
P -0.466319 -1.354940 2.645657 -0.061 0.143 0.077
O -0.061844 -0.218673 1.692756 0.089 -0.242 0.180
N -1.072859 -2.675071 1.903071 0.158 0.117 0.042
C -0.192017 -3.670587 1.292854 0.053 -0.045 0.038
C -2.360451 -2.577825 1.214389 -0.096 0.052 0.001
N -1.700758 -0.760558 3.557881 0.247 -0.162 -0.121
C -2.550345 -1.635494 4.367583 0.012 -0.100 0.003
C -1.503827 0.547446 4.184508 -0.006 0.088 -0.068
H 1.730143 -3.510141 4.345023 -0.008 -0.004 0.022
H -0.029928 -3.562175 4.175894 0.027 -0.007 0.037
H 0.712529 -2.527627 5.414862 0.000 -0.034 0.012
H 2.945980 -1.414134 3.587732 -0.008 0.021 0.012
H 1.930170 -0.544401 4.753989 0.029 0.020 -0.007
H 1.963856 -0.037543 3.056898 0.019 0.004 0.003
H 0.764151 -3.707327 1.808024 -0.018 -0.017 -0.036
H -0.014192 -3.435878 0.238613 0.009 -0.028 0.001
H -0.673863 -4.646408 1.360502 0.034 -0.012 -0.010
H -3.024443 -1.890240 1.732606 0.007 -0.012 -0.059
H -2.820686 -3.565678 1.194858 -0.032 0.021 -0.012
H -2.220118 -2.233813 0.182921 -0.047 -0.049 0.029
H -2.636231 -2.619590 3.913509 -0.012 0.012 0.037
H -3.543831 -1.191826 4.435729 -0.011 -0.017 0.016
H -2.149384 -1.745112 5.377903 -0.028 -0.025 0.032
H -0.818000 1.154778 3.596527 -0.020 -0.039 0.083
H -1.100038 0.438855 5.195102 -0.005 0.034 0.009
H -2.463379 1.064197 4.245320 0.043 0.003 0.010
I -1.849369 -2.928305 -4.178452 -0.002 -0.041 -0.030
C -1.606960 -1.438541 -2.787771 -0.051 0.176 0.104
C -2.475075 -0.398941 -2.487732 0.077 -0.094 0.004
N -1.901786 0.327877 -1.521999 -0.107 -0.019 0.000
N -0.710505 -0.181303 -1.166528 0.111 0.091 0.221
C -0.521018 -1.252566 -1.932948 -0.026 -0.085 -0.047
H -3.441068 -0.140488 -2.885663 -0.038 -0.016 -0.046
H -2.263036 1.125660 -1.014599 -0.012 0.000 -0.029
H 0.371486 -1.842400 -1.825552 0.043 -0.043 -0.041
```
Forces are in eV/Å.

- ⟨S²⟩ = 0.78
- lowest unoccupied orbital energy (spin up / spin down) (eV) = -7.158 / -6.589
- frontier orbital gap (spin up / spin down) (eV) = 7.01 / 7.58
- HOMO level (spin up / spin down) (eV) = -14.1679 / -14.1717
- multiplicity = 2
- charge = +2



| no. | total energy (eV) |
| --- | --- |
| 1 | -10032.8604 |
| 2 | -9350.7533 |
| 3 | -11326.6414 |
| 4 | -131914.2644 |
| 5 | -182932.1917 |